1.
ORCA calculation (ωB97M-V/def2-TZVPD) on 6 unconnected molecules or ions with the total composition C13H37N9O6 at a distorted geometry.

Last column: Löwdin charge in e.
Cartesian coordinates (Å):
C -24.544 6.259 2.010  -0.451
H -26.249 14.614 -10.021  0.137
O -25.954 8.250 1.543  -0.296
H -25.411 4.301 1.579  0.050
O -28.596 6.818 -2.687  0.285
C -23.204 5.433 -0.096  -0.200
H -28.124 -0.236 -4.073  0.117
C -33.788 8.232 -6.520  -0.785
C -23.136 6.794 -0.673  -0.147
O -34.894 5.683 -0.305  0.045
H -23.335 7.293 3.480  0.074
H -23.837 4.676 -0.559  0.105
C -23.785 8.015 0.119  -0.437
H -32.696 6.622 1.535  0.106
H -25.540 9.239 -0.747  0.051
N -28.793 -0.713 -3.487  0.152
N -33.566 8.098 -7.777  0.167
H -22.392 5.804 1.938  0.106
H -24.588 8.409 -1.906  0.050
H -28.061 12.453 -7.343  0.126
H -22.090 7.100 -0.626  0.102
H -29.837 -1.632 -1.636  0.121
H -33.684 3.631 0.429  0.123
C -24.125 6.542 3.459  -0.066
C -22.677 8.882 0.786  -0.054
H -26.595 5.470 1.271  0.044
O -28.836 1.213 -2.331  0.011
H -22.249 4.971 -0.344  0.102
N -33.212 4.511 0.583  0.166
H -23.402 6.742 -1.729  0.099
H -35.866 8.309 -6.726  0.103
C -29.068 0.017 -2.421  -0.812
H -32.212 4.427 0.704  0.117
H -26.346 13.085 -7.436  0.108
C -33.824 5.579 0.245  -0.814
C -25.810 5.229 1.988  -0.021
H -34.313 8.294 -8.429  0.116
H -26.238 5.135 2.986  0.063
H -29.360 7.197 -3.127  0.149
C -24.524 8.888 -0.929  -0.059
H -23.811 5.614 3.936  0.076
N -29.513 -0.689 -1.474  0.168
H -28.623 5.872 -2.521  0.140
N -33.164 6.658 0.641  0.139
O -28.432 13.232 -9.703  -0.055
O -32.893 8.315 -5.704  0.008
C -27.401 13.466 -8.948  -0.765
H -32.609 7.946 -8.061  0.126
H -23.084 9.663 1.428  0.085
H -35.061 7.867 -5.150  0.112
H -23.959 9.797 -1.131  0.066
N -26.581 14.392 -9.093  0.164
H -21.974 8.281 1.364  0.066
H -33.651 7.515 0.419  0.110
N -35.075 8.159 -6.117  0.147
H -29.592 -0.285 -0.552  0.132
H -22.067 9.349 0.013  0.068
C -23.307 5.494 1.433  -0.167
N -24.773 7.480 1.142  -0.156
H -26.267 14.813 -8.230  0.127
H -23.399 4.478 1.818  0.099
N -27.257 12.853 -7.806  0.158
H -28.357 7.303 -1.894  0.122
H -28.672 -1.703 -3.325  0.105
H -24.913 6.923 4.109  0.073

* calculated total energy: -1461.5007 Eh
* gap between HOMO and LUMO: 2.80 eV
* LUMO level: -1.382 eV
* HOMO: -4.186 eV

2.
ORCA calculation (ωB97M-V/def2-TZVPD) on a molecular structure, AsF6H14O7 at a distorted geometry.

Last column: Löwdin charge in e.
Cartesian coordinates (Å):
H -2.632 -2.468 0.424  0.028
H -3.652 0.673 -1.330  0.030
H -0.071 -2.125 1.251  -0.039
As 0.500 0.202 -1.134  0.956
H -1.770 1.702 0.446  -0.025
O -3.818 -0.031 -0.703  -0.052
H -0.264 -2.756 2.614  0.028
H 1.052 2.507 1.438  -0.023
H -3.241 1.964 0.691  0.006
F 1.963 -0.867 -1.131  -0.260
F 1.034 0.993 -2.626  -0.262
F -0.237 -0.636 0.363  -0.296
H 3.024 -0.465 -2.720  -0.017
O 2.778 0.015 2.333  -0.056
H 2.106 -0.187 1.681  -0.010
O 0.674 3.080 2.105  -0.061
O -2.378 2.054 1.096  -0.061
F -0.392 -0.977 -2.188  -0.283
O -2.005 -2.876 -0.174  -0.056
F -0.898 1.196 -1.147  -0.241
F 1.332 1.405 -0.069  -0.265
O 0.339 -2.729 1.870  -0.059
O 3.932 -0.163 -2.750  -0.071
H -3.860 -0.823 -1.239  0.031
H -1.330 -2.210 -0.303  -0.022
H 3.996 0.324 -3.572  0.023
H 0.508 2.504 2.851  0.029
H 3.313 0.694 1.923  0.028

* charge: -1
* calculated total energy: -3370.2705 Eh
* gap between HOMO and LUMO: 10.63 eV
* LUMO level: 2.660 eV
* HOMO: -7.967 eV

3.
ORCA calculation (ωB97M-V/def2-TZVPD) on 2 unconnected molecules or ions with the total composition C4H6O at a distorted geometry.

Last column: Löwdin charge in e.
Cartesian coordinates (Å):
C -0.795 0.300 0.598  -0.145
H 1.955 1.331 0.491  0.113
O 2.329 -0.583 0.615  -0.001
C 1.849 0.302 -0.008  -0.186
H 1.432 0.046 -0.927  0.047
H -2.139 0.315 -1.058  0.029
C -1.251 -0.027 -0.768  -0.121
H -0.730 1.193 1.267  0.128
H -0.542 -0.061 -1.588  0.062
C -0.932 -0.951 0.441  -0.021
H -1.177 -1.865 0.939  0.094

* calculated total energy: -231.0854 Eh
* gap between HOMO and LUMO: 10.51 eV
* LUMO level: 0.840 eV
* HOMO: -9.673 eV
* SMILES string: C1=CC1.C=O

- calculated total energy of number 2 (AsF6H14O7)?
  -3370.2705 Eh

- Which value of gap between HOMO and LUMO does entry 3 give?
  10.51 eV